#A
This record from OMol25 describes a gas-phase ion, C4H13N2S (charge +1). The level of theory is the ωB97M-V functional and the def2-TZVPD basis.

Summary:
* charge: +1
* gap between HOMO and LUMO: 9.22 eV
* structure (SMILES): CNC[C@H]([NH3+])CS
* highest occupied orbital energy: -0.47072 hartree

```
20
C4H13N2S the ωB97M-V functional and the def2-TZVPD basis
S 2.8486 -1.5158 0.9747
N -1.4372 0.8044 0.8722
N 1.4292 0.0795 -1.4282
C -0.6553 0.2701 -0.2191
C 1.2026 -1.2395 0.8553
C 0.7588 0.0183 0.0117
C -2.6424 1.4974 0.4347
H 1.3635 0.7801 0.5551
H -0.9753 -0.7416 -0.6511
H -2.4425 2.6210 0.5673
H -1.5605 -0.0203 1.4842
H 1.5796 -0.8187 -1.9078
H 0.9372 -1.2105 1.8798
H 0.6814 -2.0415 0.3486
H -3.5768 1.0923 0.9013
H -2.7428 1.2556 -0.5785
H 0.8837 0.5095 -2.1291
H 2.8069 -2.7906 0.4728
H 2.4017 0.5159 -1.3094
H -0.8605 0.9346 -1.1345
```

=====

#B
This record from OMol25 describes a gas-phase ion, C4H13N2S (charge +1). The level of theory is the ωB97M-V functional and the def2-TZVPD basis.

Summary:
* charge: +1
* gap between HOMO and LUMO: 8.91 eV
* structure (SMILES): NC[C@@H]([NH3+])CCS
* highest occupied orbital energy: -0.45253 hartree

```
20
C4H13N2S the ωB97M-V functional and the def2-TZVPD basis
S 0.4425 2.1497 1.9403
N 0.7875 -2.2334 -0.8504
N -0.3800 -0.2750 -2.4383
C 0.4761 -0.1316 0.3734
C -1.1622 -0.9507 -1.4301
C -0.2472 -1.3193 -0.2570
C -0.4242 0.7031 1.2529
H 1.1604 -1.6910 -1.6471
H -0.5161 -0.5515 -3.3981
H -0.7682 0.1672 2.1371
H 0.0155 3.0370 1.0416
H 1.5375 -2.4927 -0.2071
H -0.8003 -1.8213 0.5262
H -0.3471 0.7309 -2.3965
H -1.3861 1.0178 0.8228
H 0.9868 0.4717 -0.3763
H -1.5945 -1.8545 -1.8586
H 0.4054 -3.1139 -1.2028
H -1.9681 -0.3364 -1.0174
H 1.2902 -0.5145 0.9962
```

=====

Relative energy of each structure, in kJ/mol: #A 218.4; #B 0.0.

=====

#A
This record from OMol25 describes 2 unconnected molecules or ions with the total composition C4H13N2S. The level of theory is the ωB97M-V functional and the def2-TZVPD basis.

Summary:
* charge: +1
* gap between HOMO and LUMO: 9.34 eV
* highest occupied orbital energy: -0.46364 hartree

```
20
C4H13N2S the ωB97M-V functional and the def2-TZVPD basis
S -0.8343 0.5836 -1.3590
N 2.0855 -0.8889 1.0152
N 0.7031 -2.0836 -0.3928
C 0.4424 2.3775 0.2978
C -0.7895 1.4766 0.2275
C -2.3606 -0.3569 -1.1198
C 1.6631 -2.0089 0.4818
H 0.4818 -2.9836 -0.7905
H 1.2875 1.9477 -0.2404
H -3.2188 0.2185 -1.4411
H 0.2464 3.3505 -0.1389
H 0.2064 -1.2268 -0.6916
H -1.7083 2.0559 0.2935
H 1.6874 0.0045 0.7616
H -2.3094 -1.2636 -1.7136
H 0.7355 2.5317 1.3400
H -2.4808 -0.6302 -0.0772
H -0.7989 0.7468 1.0345
H 2.1467 -2.9213 0.8048
H 2.8149 -0.9293 1.7082
```

=====

#B
This record from OMol25 describes 2 unconnected molecules or ions with the total composition C4H13N2S. The level of theory is the ωB97M-V functional and the def2-TZVPD basis.

Summary:
* charge: +1
* gap between HOMO and LUMO: 8.46 eV
* highest occupied orbital energy: -0.44999 hartree

```
20
C4H13N2S the ωB97M-V functional and the def2-TZVPD basis
S -1.5994 0.7483 0.3405
N -0.1521 0.2288 -0.2275
N 2.4503 1.5826 0.2967
C 1.2110 1.9207 0.5268
C -0.1625 -2.1739 0.7299
C 0.5754 -0.8386 0.3831
C -2.8149 -0.2407 -0.5995
H -3.8754 0.2346 -0.4464
H -2.5396 -0.3647 -1.6043
H 0.5026 -2.8666 1.1124
H 0.6145 2.2597 -0.2427
H -2.8430 -1.2755 -0.1314
H 2.9118 1.6173 -0.6930
H 1.4015 -0.9787 -0.3265
H -0.6244 -2.6394 -0.0954
H -1.6188 1.5839 -0.7798
H -0.9323 -1.8006 1.4569
H 0.7786 1.6989 1.5509
H 2.9608 1.2327 1.1202
H 0.9750 -0.3993 1.3259
```

=====

Relative energy of each structure, in kJ/mol: #A 0.0; #B 447.5.

=====

#A
This record from OMol25 describes 2 unconnected molecules or ions with the total composition C3H10NO2S. The level of theory is the ωB97M-V functional and the def2-TZVPD basis.

Summary:
* charge: -1
* gap between HOMO and LUMO: 6.17 eV
* highest occupied orbital energy: -0.11542 hartree

```
17
C3H10NO2S the ωB97M-V functional and the def2-TZVPD basis
S -0.4305 2.0279 3.0039
O -0.1358 -1.3906 -1.8796
O 0.9151 -3.7136 -1.2477
N -0.1743 0.7148 -0.7922
C 0.5561 -0.5977 -1.0015
C -0.4274 2.0776 1.2199
C -0.8545 0.7960 0.5067
H -0.8152 0.7686 -1.5749
H -1.9385 0.7466 0.3149
H 1.6091 -3.0411 -1.2425
H 0.6072 2.3002 0.9517
H 0.4235 1.0028 3.0445
H -0.7748 -0.0735 1.1731
H 0.7163 -1.0988 -0.0352
H 0.2698 -3.1320 -1.7572
H 1.4757 -0.3151 -1.5699
H -1.0217 2.9279 0.8861
```

=====

#B
This record from OMol25 describes 2 unconnected molecules or ions with the total composition C3H10NO2S. The level of theory is the ωB97M-V functional and the def2-TZVPD basis.

Summary:
* charge: -1
* gap between HOMO and LUMO: 6.32 eV
* highest occupied orbital energy: -0.12192 hartree

```
17
C3H10NO2S the ωB97M-V functional and the def2-TZVPD basis
S -2.9918 0.9797 0.4999
O 1.9503 -1.4308 -0.7744
O 2.4223 0.0806 -2.7587
N 1.0747 -0.0832 0.8776
C 1.8175 -1.3436 0.5365
C -0.3415 -0.1554 0.4182
C -1.2112 1.0125 1.0366
H 1.4086 0.8455 0.3932
H -0.7229 -1.1931 0.6879
H -0.3905 -0.1694 -0.6839
H 2.7812 -1.2662 1.0509
H -0.8531 1.9605 0.6407
H -1.3346 1.0715 2.1490
H 2.0786 -0.1877 -1.8894
H 1.2579 -2.2977 0.9916
H -3.6331 0.2845 1.4666
H 3.1853 -0.4208 -2.6306
```

=====

Relative energy of each structure, in kJ/mol: #A 0.0; #B 24.2.

=====

#A
This record from OMol25 describes 2 unconnected molecules or ions with the total composition C3H11NO3. The level of theory is the ωB97M-V functional and the def2-TZVPD basis.

Summary:
* gap between HOMO and LUMO: 9.84 eV
* structure (SMILES): NC(CO)CO.O
* highest occupied orbital energy: -0.33768 hartree

```
18
C3H11NO3 the ωB97M-V functional and the def2-TZVPD basis
O -3.0633 -0.6587 0.0508
O 0.1692 -0.3318 2.3359
O 0.6794 0.9067 -2.3652
N 0.5471 -1.3506 -0.3279
C 0.4217 0.0697 -0.0344
C 0.8728 0.4450 1.3825
C 1.0856 1.0355 -0.9830
H -2.2167 -1.0537 0.2747
H 0.9942 2.0467 -0.6352
H -0.2048 -1.7724 0.2144
H 2.1506 0.7515 -0.9664
H 0.9167 1.5492 1.4789
H -3.6942 -1.3829 -0.0028
H -0.6264 0.4212 -0.0184
H 0.6149 -1.7155 -1.2622
H -0.7164 0.0577 2.4132
H 1.9624 0.0278 1.2465
H 0.5815 1.8027 -2.6956
```

=====

#B
This record from OMol25 describes 3 unconnected molecules or ions with the total composition C3H11NO3. The level of theory is the ωB97M-V functional and the def2-TZVPD basis.

Summary:
* gap between HOMO and LUMO: 9.63 eV
* structure (SMILES): CNCC=O.O.O
* highest occupied orbital energy: -0.33091 hartree

```
18
C3H11NO3 the ωB97M-V functional and the def2-TZVPD basis
O -0.5257 3.7981 -0.4029
O 2.1588 -2.4758 -0.4493
O 0.6979 1.0608 1.9051
N -0.8439 -0.6286 -0.8311
C -0.4910 -0.5757 0.5764
C 0.0947 0.7756 0.9123
C -1.3962 -1.9425 -1.1937
H -1.8525 -1.8734 -2.1749
H 0.2788 -1.3315 0.7955
H -0.0220 -0.5691 -1.4259
H 0.0837 1.4788 0.0610
H -1.4077 -0.7882 1.1307
H 2.8989 -1.9281 -0.7484
H -2.1942 -2.2009 -0.4909
H -0.4804 4.7255 -0.4601
H -0.6699 -2.7532 -1.1164
H -1.4557 3.5578 -0.2680
H 2.5075 -3.2439 -0.0348
```

=====

Relative energy of each structure, in kJ/mol: #A 26.7; #B 0.0.

=====

#A
This record from OMol25 describes 2 unconnected molecules or ions with the total composition C3H11NO3. The level of theory is the ωB97M-V functional and the def2-TZVPD basis.

Summary:
* gap between HOMO and LUMO: 10.39 eV
* structure (SMILES): NC(CO)CO.O
* highest occupied orbital energy: -0.36592 hartree

```
18
C3H11NO3 the ωB97M-V functional and the def2-TZVPD basis
O 2.8220 -0.3381 0.1162
O -2.2005 -0.2672 -2.0310
O -1.8677 0.7536 0.8655
N 0.0637 -1.2022 0.9019
C 1.6388 0.2244 -0.4162
C 0.4981 0.1474 0.6074
C -0.6558 1.0850 0.2182
H -0.8723 1.0078 -0.8645
H 1.8906 1.2731 -0.5688
H -0.3613 2.0694 0.5956
H -1.7807 0.0749 1.5485
H -1.7294 -1.0090 -2.4310
H 0.7142 -1.7113 1.4854
H 1.3024 -0.2729 -1.3322
H 0.8855 0.5882 1.5318
H -0.0288 -1.7697 0.0666
H 2.7313 -1.2816 0.3245
H -2.0830 -0.5275 -1.1031
```

=====

#B
This record from OMol25 describes 4 unconnected molecules or ions with the total composition C3H11NO3. The level of theory is the ωB97M-V functional and the def2-TZVPD basis.

Summary:
* gap between HOMO and LUMO: 9.78 eV
* structure (SMILES): C=CN=C.O.O.O
* highest occupied orbital energy: -0.34789 hartree

```
18
C3H11NO3 the ωB97M-V functional and the def2-TZVPD basis
O -2.3172 1.5233 -2.1368
O -2.9025 -0.4907 0.0020
O -0.5554 -1.8536 1.0728
N 1.5074 -0.4282 -0.2179
C 2.3879 0.4246 0.6530
C 1.2569 0.1032 -1.3345
C 2.0414 0.7348 1.9472
H 1.1294 -0.6452 -2.2007
H -0.2324 -2.7368 1.4162
H -3.5999 -1.1260 0.0772
H 2.6863 1.3826 2.5829
H -2.3244 2.3744 -1.7660
H 1.1741 0.3032 2.4190
H -2.0923 -1.0002 0.1090
H 1.3296 1.1531 -1.6797
H -2.9340 1.0866 -1.5699
H 3.1775 0.6524 -0.0875
H 0.2677 -1.4575 0.7136
```

=====

#C
This record from OMol25 describes 4 unconnected molecules or ions with the total composition C3H11NO3. The level of theory is the ωB97M-V functional and the def2-TZVPD basis.

Summary:
* gap between HOMO and LUMO: 9.83 eV
* structure (SMILES): C=CN=C.O.O.O
* highest occupied orbital energy: -0.35935 hartree

```
18
C3H11NO3 the ωB97M-V functional and the def2-TZVPD basis
O -1.4936 0.5837 -3.0670
O 1.4296 0.2371 -1.8132
O -1.8083 -1.6538 -0.2330
N 0.4325 -0.9629 1.8692
C 0.2369 1.4846 1.5904
C -0.2220 0.2970 1.9644
C 1.6504 -1.0085 1.5502
H 1.2712 1.5394 1.2787
H -0.7762 0.9671 -3.5816
H 2.2228 -1.9241 1.6858
H -1.2025 0.2000 2.4146
H 1.1835 1.1495 -1.6201
H -0.3621 2.3581 1.3818
H -1.7110 -0.2346 -3.5251
H -2.6311 -1.3118 0.1293
H 0.6517 -0.2717 -1.5510
H -1.1315 -1.2667 0.3345
H 2.2595 -0.1824 1.1921
```

=====

Relative energy of each structure, in kJ/mol: #A 0.0; #B 141.1; #C 108.3.

=====

#A
This record from OMol25 describes 3 unconnected molecules or ions with the total composition C3H11NO3. The level of theory is the ωB97M-V functional and the def2-TZVPD basis.

Summary:
* gap between HOMO and LUMO: 10.63 eV
* structure (SMILES): CCNC=O.O.O
* highest occupied orbital energy: -0.36097 hartree

```
18
C3H11NO3 the ωB97M-V functional and the def2-TZVPD basis
O 2.6226 -0.0496 0.0009
O -0.7444 0.7400 2.1614
O 1.0364 2.3641 0.8000
N 0.5558 -0.7424 -0.1680
C -1.8597 -0.6306 -0.5814
C 1.8251 -0.5975 -0.7215
C -0.4124 -1.3274 -1.0280
H 1.6668 2.2032 0.0553
H -0.2205 0.5352 1.4003
H -0.4836 -2.4767 -1.1338
H -2.5939 -0.8279 -1.3405
H 1.4510 2.2146 1.6573
H 0.2825 -0.7030 0.8122
H -2.3525 -1.1317 0.2950
H 2.1407 -0.8648 -1.7734
H -1.7181 0.4809 -0.6300
H -0.9658 1.6519 2.1739
H -0.2302 -0.8383 -1.9799
```

=====

#B
This record from OMol25 describes 4 unconnected molecules or ions with the total composition C3H11NO3. The level of theory is the ωB97M-V functional and the def2-TZVPD basis.

Summary:
* gap between HOMO and LUMO: 4.45 eV
* highest occupied orbital energy: -0.31323 hartree

```
18
C3H11NO3 the ωB97M-V functional and the def2-TZVPD basis
O 1.7367 1.3465 -0.0605
O 1.1384 -0.4005 -1.9269
O 2.1228 -0.7184 1.4222
N -0.6278 -0.0653 1.1601
C -1.7176 -1.2052 -0.7395
C -1.8126 -0.3127 0.3187
C -0.9964 1.0148 0.2892
H -1.4399 1.8461 0.8127
H -2.3494 -1.1564 -1.6205
H 1.5321 -0.5344 2.1564
H 0.1985 -0.5387 0.7630
H 2.1616 0.1288 0.8696
H -2.6627 -0.2328 0.9985
H -0.3685 1.2239 -0.5606
H 1.4698 0.3280 -1.2980
H 2.4024 2.0231 -0.2012
H -1.0375 -2.0576 -0.6709
H 0.2500 -0.6892 -1.7121
```

=====

Relative energy of each structure, in kJ/mol: #A 0.0; #B 506.6.